1.
Molecular formula: C4H11NO
Method: DFT, ωB97M-V with the def2-TZVPD basis set

```
17
Properties=species:S:1:pos:R:3:nbo_charge:R:1
C 0.02285 0.57367 -1.78230 -0.4240
N 1.21585 0.97571 -1.03721 -0.6322
C 1.66078 2.32756 -1.42603 -0.4154
H 0.09379 0.97811 -2.78774 0.1953
H -0.90180 0.88069 -1.28800 0.1762
H 0.00440 -0.51129 -1.90678 0.1993
H 1.08786 0.95875 -0.03698 0.3436
H 2.32625 2.24619 -2.28573 0.1907
H 0.80772 2.98003 -1.62010 0.1700
H 2.29176 2.69120 -0.61393 0.1963
C -1.21418 -1.90656 2.97310 -0.5601
C -1.52323 -2.43196 1.78991 0.1680
O -1.05976 -1.96150 0.60097 -0.6679
H -1.89247 -1.91644 3.81466 0.2178
H -0.30768 -1.32734 3.11865 0.1882
H -2.27772 -3.19879 1.68014 0.1810
H -0.33441 -1.35805 0.80738 0.4732
```

Properties
* structure (SMILES): C=CO.CNC
* Kohn-Sham gap: 9.69 eV

2.
Molecular formula: C4H11NO
Method: DFT, ωB97M-V with the def2-TZVPD basis set

```
17
Properties=species:S:1:pos:R:3:nbo_charge:R:1
C -1.80420 -1.27354 0.28454 -0.4467
N -0.95379 -0.10472 -0.03540 -0.6371
C 0.24934 -0.00010 0.87569 -0.2718
C 2.29172 1.37593 0.94435 -0.3804
C 1.13640 1.04942 0.31604 -0.2025
H -2.02535 -1.39736 1.33687 0.1792
H -2.51599 -1.59188 -0.47521 0.2226
H -1.08655 -2.08152 0.06629 0.1885
H -1.52343 0.72340 0.11542 0.3513
H 0.64189 -1.03318 0.86448 0.2026
H -0.22439 0.07056 1.86069 0.1922
H 2.60941 2.41251 1.08046 0.2006
H 2.94185 0.64375 1.42281 0.1866
H 0.91049 1.63222 -0.56028 0.2313
H -0.71119 -0.14726 -2.09443 0.4884
H 0.38924 -0.45591 -3.07184 0.4578
O -0.32546 0.17769 -2.93048 -0.9625
```

Properties
* structure (SMILES): C=CCNC.O
* Kohn-Sham gap: 9.85 eV

3.
Molecular formula: C4H11NO
Method: DFT, ωB97M-V with the def2-TZVPD basis set

```
17
Properties=species:S:1:pos:R:3:nbo_charge:R:1
C 2.24733 0.10279 0.20892 -0.4112
N 1.24745 -0.77410 -0.35738 -0.6433
C 0.49403 -1.65461 0.44472 0.5331
O 0.01600 -2.68502 0.00322 -0.5857
H 1.38248 -1.10455 -1.30675 0.3989
H 0.45878 -1.34914 1.50202 0.1170
H 1.95736 0.41872 1.21348 0.2079
H 2.34124 0.98869 -0.42232 0.2054
H 3.20570 -0.41979 0.26092 0.1895
C -1.74228 0.35071 -0.79165 -0.6227
C -1.62287 1.24565 0.42567 -0.6100
H -0.68196 1.80392 0.39486 0.1948
H -2.44593 1.96467 0.48063 0.2062
H -2.64390 -0.26357 -0.72325 0.2080
H -1.84641 0.94897 -1.70360 0.1962
H -0.73352 -0.22159 -0.97245 0.2194
H -1.63350 0.64826 1.34296 0.1964
```

Properties
* structure (SMILES): CNC=O.CC
* Kohn-Sham gap: 10.56 eV

4.
Molecular formula: C4H11NO
Method: DFT, ωB97M-V with the def2-TZVPD basis set

```
17
Properties=species:S:1:pos:R:3:nbo_charge:R:1
C -0.16854 1.19420 -1.20359 -0.2017
C -0.88816 0.02228 -0.42166 -0.4813
C -0.02005 -0.99177 0.12901 -0.1971
C 1.27017 -0.94171 0.44567 -0.3841
N 0.92041 0.70388 -2.13372 -0.8463
H 0.37454 1.87008 -0.58216 0.1894
H -0.85845 1.73234 -1.75495 0.1773
H -1.79106 -0.21199 -0.98611 0.2222
H -1.38044 0.47733 0.49108 0.2300
H -0.46297 -1.96200 0.07908 0.1974
H 1.84376 -0.09430 0.60715 0.1918
H 1.78045 -1.90653 0.69113 0.2004
H 0.45251 0.28805 -2.94176 0.3519
H 1.66026 1.18808 -2.30200 0.3532
H -0.17605 -0.60738 2.44359 0.4798
H -1.60686 -0.36369 2.37502 0.4471
O -0.92988 -0.12938 2.88993 -0.9299
```

Properties
* structure (SMILES): C=CCCN.O
* Kohn-Sham gap: 9.95 eV

5.
Molecular formula: C4H11NO
Method: DFT, ωB97M-V with the def2-TZVPD basis set

```
17
Properties=species:S:1:pos:R:3:nbo_charge:R:1
C -0.41797 0.74294 0.46601 -0.2392
C 0.97079 0.33080 -0.04105 -0.0559
C -1.37138 1.04507 -0.69062 -0.6072
C -1.01664 -0.33758 1.36872 -0.6072
N 2.22305 -1.45045 -0.91181 -0.5183
O 0.88308 -0.89229 -0.78033 -0.4455
H -0.30109 1.65909 1.05828 0.2021
H 2.08171 -2.38464 -0.52455 0.3408
H 2.28750 -1.57530 -1.92356 0.3407
H 1.64493 0.20461 0.81592 0.1776
H 1.38431 1.10860 -0.69422 0.1666
H -1.22051 -1.26013 0.81452 0.2127
H -0.33373 -0.57959 2.18991 0.2044
H -1.55317 0.15942 -1.30840 0.2122
H -0.96299 1.83089 -1.33470 0.2049
H -2.33812 1.39412 -0.31171 0.2055
H -1.95977 0.00444 1.80759 0.2060
```

Properties
* structure (SMILES): CC(C)CON
* Kohn-Sham gap: 11.06 eV

6.
Molecular formula: C4H11NO
Method: DFT, ωB97M-V with the def2-TZVPD basis set

```
17
Properties=species:S:1:pos:R:3:nbo_charge:R:1
C -0.92061 -1.04401 1.41869 -0.6212
C -0.68914 -1.01240 -0.09100 -0.3886
C -1.22352 0.33100 -0.67450 -0.2487
C -0.37075 2.11784 0.56700 -0.0728
N -0.19373 1.33497 -0.40170 -0.3949
H -0.78622 -2.05810 1.77586 0.2130
H -0.15010 -0.48874 1.95449 0.2086
H -1.91783 -0.73093 1.70811 0.2036
H -1.21006 -1.83372 -0.57201 0.2080
H 0.37114 -0.99765 -0.30513 0.1887
H -2.16386 0.54313 -0.16620 0.1691
H -1.27334 0.27590 -1.75889 0.2088
H -1.21491 2.04062 1.25371 0.1467
H 0.41430 2.85798 0.70113 0.1784
H 2.15054 -0.66653 -0.62120 0.4685
H 3.00999 -1.89692 -0.36994 0.4646
O 2.93369 -1.12760 -0.94190 -0.9317
```

Properties
* structure (SMILES): C=NCCC.O
* Kohn-Sham gap: 10.85 eV

7.
Molecular formula: C4H11NO
Method: DFT, ωB97M-V with the def2-TZVPD basis set

```
17
Properties=species:S:1:pos:R:3:nbo_charge:R:1
C -1.61995 0.60632 1.60578 -0.4275
C 0.53035 1.72520 1.51840 0.0103
N -0.22542 0.78703 1.14284 -0.3873
H -1.58372 -0.23267 2.30378 0.2326
H -2.23723 0.37414 0.74183 0.2423
H -1.85865 1.56588 2.07280 0.1830
H 0.21837 2.35091 2.35067 0.1685
H 1.45818 1.84302 0.96757 0.2005
H 0.04243 -0.22516 0.44453 0.4573
C -0.00681 -1.40610 -1.42747 -0.0329
O -0.21106 -1.30810 -0.06526 -0.8545
C 1.32492 -0.78663 -1.89063 -0.6343
H -0.80345 -0.92227 -2.04848 0.1153
H -0.01438 -2.46058 -1.73912 0.1472
H 1.52833 -1.03182 -2.93526 0.2008
H 2.13756 -1.17644 -1.27448 0.1992
H 1.32054 0.29727 -1.76750 0.1797
```

Properties
* Kohn-Sham gap: 8.55 eV

8.
Molecular formula: C4H11NO
Method: DFT, ωB97M-V with the def2-TZVPD basis set

```
17
Properties=species:S:1:pos:R:3:nbo_charge:R:1
C -0.16747 0.43181 0.69964 -0.2259
N -0.49178 -0.14892 -0.58081 -0.6674
C -2.05206 -0.08893 -0.93634 0.0870
O -2.18379 -0.18230 -2.36364 -0.7055
C 1.28540 0.67604 0.98688 -0.4023
C 2.14466 -0.62981 0.67169 -0.6205
H -0.66440 1.40490 0.94680 0.1567
H -0.67881 -0.19032 1.44988 0.1752
H -0.04080 0.20547 -1.41694 0.3657
H -2.42563 0.94126 -0.62913 0.1547
H -2.39595 -0.93752 -0.31964 0.1719
H -2.48656 -1.10433 -2.46069 0.4749
H 1.55970 1.18792 1.90747 0.2184
H 1.62732 1.24383 0.09415 0.1902
H 2.21999 -1.07701 1.68635 0.1974
H 1.60675 -1.31067 0.01572 0.2254
H 3.14343 -0.42141 0.24864 0.2040
```

Properties
* structure (SMILES): CCCNCO
* Kohn-Sham gap: 9.68 eV

How do the records compare in highest occupied orbital energy? In the order shown, they have -8.801, -8.955, -9.659, -8.967, -9.997, -9.895, -8.159, -8.707 eV.
How do the records compare in relative energy (zero: lowest compared OMol25 entry of this formula, charge and spin)? In the order shown, they have 56.1, 70.8, 22.3, 66.1, 51.5, 36.2, 63.1, 48.3 kcal per mole.
How do the records compare in lowest unoccupied orbital energy? In the order shown, they have 0.887, 0.890, 0.897, 0.979, 1.059, 0.957, 0.395, 0.974 eV.